Record 1
Here is a 8-piece molecular cluster, C4H24N2O8 overall in a non-equilibrium geometry from OMol25. Energies are from ωB97M-V with the def2-TZVPD basis set.

XYZ file:
```
38
Properties=species:S:1:pos:R:3:forces:R:3
C -2.2932 1.2277 -1.3149 0.57 0.06 0.31
N -1.3506 0.1459 -0.9859 0.21 -0.27 -0.15
C -1.8686 -0.8973 -0.1039 -0.07 1.03 0.67
C -0.6799 -0.4493 -2.1436 0.47 0.43 0.53
C 0.2207 0.5944 -2.7868 0.40 -0.57 -1.38
N 1.5022 0.6814 -2.3416 -0.17 0.01 0.68
O -0.1560 1.2330 -3.7561 -0.21 0.31 0.43
H -2.0995 2.0604 -0.6403 -0.35 0.03 0.19
H -2.0639 1.6399 -2.2954 -0.26 -0.28 -0.20
H -3.3326 0.9151 -1.2153 -0.08 0.00 -0.25
H -2.5527 -0.4470 0.6237 -0.46 -0.04 -0.47
H -1.1016 -1.2203 0.5967 0.34 -0.56 -0.60
H -2.3403 -1.7117 -0.6580 -0.09 -0.15 0.22
H -1.3232 -0.8449 -2.9360 -0.32 0.11 0.11
H -0.0679 -1.2674 -1.7654 0.09 -0.09 0.00
H 2.0766 1.4075 -2.7336 0.09 -0.11 -0.18
H 1.8858 0.0420 -1.6491 -0.09 0.15 0.00
O 2.1720 -1.0833 0.0087 -0.25 -0.62 -0.21
H 2.9812 -0.8948 0.5066 -0.14 0.29 -0.02
H 1.4850 -0.6849 0.5698 0.17 0.29 0.21
O 0.7209 -0.0457 2.2650 -0.25 -0.41 0.14
H 0.4766 -0.9593 2.5474 -0.04 0.53 -0.19
H -0.1493 0.3615 2.1944 0.08 0.20 0.12
O -0.6400 -2.2205 2.5707 -0.01 -0.55 0.38
H -0.5136 -2.6556 3.4245 -0.13 -0.11 -0.20
H -0.4043 -2.8770 1.8939 -0.02 -0.26 0.07
O 0.5999 2.1814 0.3379 -0.11 -1.03 -0.88
H 0.0650 1.3613 0.2523 -0.17 0.26 0.44
H 1.0139 2.0321 -0.5312 0.36 0.70 0.14
O 0.8174 -3.9569 0.6270 -0.16 0.30 0.27
H 0.7891 -4.2769 -0.2809 0.00 0.10 0.07
H 1.2848 -3.1074 0.5939 0.26 -0.08 -0.35
O -1.6246 3.8174 1.2280 -0.45 0.26 0.15
H -1.3753 2.8998 1.1108 0.27 0.02 -0.02
H -1.0744 4.2850 0.5938 0.13 -0.07 0.01
O 3.2560 0.7002 1.8415 0.46 0.44 0.39
H 2.8327 1.5535 1.6782 -0.03 -0.10 -0.38
H 2.8319 0.4610 2.6730 -0.03 -0.23 -0.07
```
Forces are in eV/Å.

Properties
Highest occupied orbital energy in eV: -9.11
SMILES string: CN(C)CC(N)=O.O.O.O.O.O.O.O
Spin multiplicity: 1
Relative energy (zero: lowest compared OMol25 entry of this formula, charge and spin) in kcal/mol: 26.8


Record 2
Here is C2H2CaCl2O6 as an isolated structure in a non-equilibrium geometry from OMol25. Energies are from ωB97M-V with the def2-TZVPD basis set.

XYZ file:
```
13
Properties=species:S:1:pos:R:3:forces:R:3
Ca 1.0812 1.2696 0.5643 0.16 0.32 -0.28
Cl 3.2085 3.4192 -3.0583 -0.33 -0.38 0.62
Cl 3.1310 3.0986 4.4848 -0.37 -0.31 -0.62
O -4.7265 3.1554 -1.3303 -5.93 3.76 -1.50
C -3.6645 2.6974 -0.8636 6.15 -4.88 1.00
O -3.1132 1.7607 -1.4848 0.22 -1.67 -2.64
O -3.1443 3.0225 0.1854 -0.24 2.96 3.31
H -4.9327 2.7938 -2.1953 0.49 -0.40 0.11
O 2.7211 -5.2358 1.0315 -0.71 -0.05 0.13
C 2.1360 -3.9953 0.8274 1.62 3.33 -1.17
O 2.5563 -3.2329 -0.0723 2.29 -1.31 -3.10
O 1.3720 -3.4524 1.5794 -3.40 -1.50 4.35
H 3.3749 -5.3008 0.3315 0.05 0.13 -0.20
```
Forces are in eV/Å.

Properties
Highest occupied orbital energy in eV: -2.96
Charge: -2
Spin multiplicity: 1
Relative energy (zero: lowest compared OMol25 entry of this formula, charge and spin) in kcal/mol: 210.3


Record 3
Here is one molecule with the formula C16H21BrFN3O3S2 in a non-equilibrium geometry from OMol25. Energies are from ωB97M-V with the def2-TZVPD basis set.

XYZ file:
```
47
Properties=species:S:1:pos:R:3:forces:R:3
N 3.9366 1.1962 2.8266 -1.53 2.39 -2.18
O 1.3114 -2.0373 -1.6138 2.26 -0.76 -0.88
O 0.3639 2.7224 2.1493 1.97 -1.14 -1.39
O 0.5573 3.3762 -0.1763 1.50 -0.77 0.39
F -0.6984 1.0284 -2.4473 -0.69 0.42 0.42
Br -4.7323 3.4354 1.4033 0.76 -0.37 -0.77
C 3.4458 1.9650 2.0783 1.57 -2.52 1.83
N -2.5065 2.3880 -2.0159 0.56 -0.86 0.40
C -3.4172 2.9410 -1.1950 1.14 -1.22 1.60
C -1.6004 1.5116 -1.5565 -1.46 1.39 1.91
C -2.4720 1.7944 0.6763 1.21 -0.98 0.79
C -3.4221 2.6603 0.2062 -0.35 0.50 -1.74
C -1.5159 1.1580 -0.1653 -1.11 0.71 -1.29
N -0.4354 -0.9925 -0.5501 -1.69 1.26 0.53
S 0.6258 -2.2790 -0.3363 -0.57 0.89 -0.93
C 0.6376 -4.8919 -1.0788 -0.22 1.45 -0.04
C -1.3233 -3.4033 -1.9570 0.32 -0.16 0.48
C -1.2190 -4.2926 0.4583 1.65 0.32 0.10
C 3.3235 4.2980 1.1178 0.30 -0.41 -1.41
C 3.6982 3.3964 -0.0598 -0.69 0.81 0.86
C -0.3681 -3.7485 -0.7612 -2.00 -1.32 0.52
C -0.7051 -0.3772 1.7539 -0.60 0.76 0.14
C 2.8554 2.8334 1.0857 0.27 0.63 0.25
C 0.9387 0.8368 0.2736 0.79 -0.18 0.64
C -0.4594 0.1940 0.3371 0.17 -1.16 1.08
S 1.0939 2.5100 0.8780 -3.53 2.31 0.67
H -4.1448 3.6082 -1.5942 -0.29 0.38 -0.50
H -2.4373 1.6332 1.7707 0.08 -0.11 -0.86
H -0.3778 -0.6386 -1.5187 0.27 -1.12 0.48
H 1.3394 -4.5025 -1.8052 0.31 -0.28 -0.21
H 1.1477 -5.1561 -0.1561 0.22 -0.19 -0.04
H 0.1129 -5.7532 -1.4769 -0.12 -0.08 0.01
H -2.2116 -2.8492 -1.6048 0.46 -0.22 -0.09
H -1.6732 -4.3395 -2.4287 0.24 0.38 0.20
H -0.8015 -2.7916 -2.7084 -0.14 -0.31 0.18
H -1.7441 -5.1874 0.1298 -0.15 0.06 -0.03
H -0.5503 -4.6000 1.3135 -0.53 0.31 -0.86
H -1.9083 -3.5633 0.8501 -0.44 0.28 -0.02
H 2.6433 5.1161 0.8734 -0.07 -0.52 0.34
H 4.1675 4.5394 1.7516 -0.39 -0.14 0.38
H 4.7278 3.1051 -0.1396 0.14 -0.38 0.03
H 3.1935 3.6537 -0.9808 -0.17 -0.38 0.00
H 0.1388 -0.9793 2.0931 -0.02 0.00 -0.20
H -1.6111 -0.9909 1.7470 0.15 0.02 -0.09
H -0.8545 0.4065 2.5007 0.19 0.02 -0.12
H 1.2862 0.8815 -0.7347 0.15 0.23 -0.88
H 1.6447 0.1850 0.7871 0.08 0.06 0.30
```
Forces are in eV/Å.

Properties
Highest occupied orbital energy in eV: -9.10
Spin multiplicity: 1
Relative energy (zero: lowest compared OMol25 entry of this formula, charge and spin) in kcal/mol: 9.9


Record 4
Here is a 2-piece molecular cluster, C2H7NO3P overall in a non-equilibrium geometry from OMol25. Energies are from ωB97M-V with the def2-TZVPD basis set.

XYZ file:
```
14
Properties=species:S:1:pos:R:3:forces:R:3
C 1.4027 -0.5653 0.0196 0.34 3.09 0.06
C 0.2896 1.1897 0.0664 3.49 -3.97 -0.93
N -2.1024 -0.2010 -0.0864 -0.42 -0.90 0.34
O -1.2345 0.1103 2.2692 1.35 -1.24 0.34
O -1.9429 2.1704 1.1241 0.69 -0.38 -1.04
O 1.0579 1.9465 0.9104 -0.45 0.88 0.33
P -1.3054 0.8033 0.9619 -1.86 2.80 0.31
H 0.9534 -1.0822 -0.8027 -0.04 -0.67 -0.44
H 2.4778 -0.1931 -0.2257 -1.91 -0.51 0.24
H 1.4454 -1.1295 0.9604 -0.46 0.31 -0.25
H 0.5816 1.3910 -1.0373 -1.35 -0.04 1.76
H -1.7718 -0.1152 -1.0359 -0.17 -0.72 -0.04
H -2.1411 -1.1159 0.3994 0.15 0.61 -1.31
H 0.4550 1.9821 1.6677 0.63 0.73 0.63
```
Forces are in eV/Å.

Properties
Highest occupied orbital energy in eV: -4.22
Charge: -1
Spin multiplicity: 1
Relative energy (zero: lowest compared OMol25 entry of this formula, charge and spin) in kcal/mol: 59.1


Record 5
Here is one molecule with the formula C16H9Br2N3O2 in a non-equilibrium geometry from OMol25. Energies are from ωB97M-V with the def2-TZVPD basis set.

XYZ file:
```
32
Properties=species:S:1:pos:R:3:forces:R:3
O 1.5470 2.8140 1.0110 -0.97 -0.89 0.08
N 0.6134 2.3817 1.6845 0.06 0.39 0.24
C -0.3223 1.4984 1.1103 1.02 0.43 0.04
C -0.2930 0.9053 -0.1385 -0.11 0.08 -0.19
C 0.7582 1.0187 -1.2364 0.44 -0.64 -0.22
C 0.1788 0.6395 -2.5812 -4.61 0.62 -1.83
O -0.9458 1.0106 -3.0000 2.75 -0.53 0.82
N 0.8942 -0.3533 -3.1979 0.09 0.70 0.59
C 1.8237 -0.8586 -2.3122 0.04 1.07 0.14
C 2.6497 -1.9032 -2.5038 1.38 -2.18 -0.85
C 3.5532 -2.2283 -1.4880 -0.23 0.29 0.32
Br 4.7759 -3.7045 -1.5937 -0.55 0.51 -0.23
C 3.5559 -1.4797 -0.3267 -0.03 0.20 0.74
C 2.6742 -0.3925 -0.1299 0.54 -0.70 -1.21
C 1.8383 -0.0637 -1.1829 0.30 0.31 2.25
N -1.4051 0.1235 -0.2277 -0.02 -0.61 -1.49
C -2.1747 0.2057 0.9116 -1.17 -0.42 0.67
C -3.4402 -0.3598 1.2267 0.50 0.77 1.36
C -4.0190 -0.0773 2.4772 1.49 0.11 -0.75
Br -5.7187 -0.7455 3.0068 0.38 -0.01 -0.30
C -3.3021 0.7091 3.3983 0.35 0.57 -0.18
C -2.0955 1.3153 3.0508 -0.06 -0.59 -0.31
C -1.5086 1.0344 1.8020 -0.09 0.70 0.49
H 1.1792 2.0431 -1.2526 -0.25 -0.56 0.09
H 0.5407 -0.9112 -3.9365 -0.57 -0.04 -0.72
H 2.6282 -2.5069 -3.4230 -0.04 0.38 0.43
H 4.2310 -1.7721 0.4678 -0.02 0.12 0.00
H 2.6982 0.1690 0.7839 -0.04 0.16 0.26
H -1.7150 -0.3220 -1.0980 0.25 0.42 0.59
H -3.9216 -1.0436 0.5971 -0.64 -0.70 -1.06
H -3.7093 0.8711 4.3861 -0.08 0.11 -0.03
H -1.5689 1.9828 3.7149 -0.10 -0.04 0.27
```
Forces are in eV/Å.

Properties
Highest occupied orbital energy in eV: -8.69
SMILES string: O=Nc1c([C@@H]2C(=O)Nc3cc(Br)ccc32)[nH]c2cc(Br)ccc12
Spin multiplicity: 1


Record 6
Here is a 2-piece molecular cluster, C2H4N2OP2 overall in a non-equilibrium geometry from OMol25. Energies are from ωB97M-V with the def2-TZVPD basis set.

XYZ file:
```
11
Properties=species:S:1:pos:R:3:forces:R:3
C 1.1497 1.4364 -0.1948 0.18 -1.27 -1.68
C -0.1067 2.0636 -0.1872 -3.01 -2.26 -0.48
N 1.0740 0.1579 -0.4233 2.21 -0.82 0.59
N -1.0937 1.1968 -0.3562 -0.91 1.81 0.31
O 0.0599 -2.6714 0.5476 0.85 -0.99 -0.32
P -0.5171 -0.3578 -0.7330 0.53 2.14 0.36
P -0.9722 -1.5724 1.0937 -2.04 -0.61 -1.20
H 2.0085 2.0648 -0.3533 0.91 -0.39 0.61
H -0.2626 3.1115 -0.1535 -0.34 0.83 0.31
H 0.7938 -3.0614 1.0475 -0.58 0.36 0.21
H -2.9000 -2.5203 0.0176 2.19 1.21 1.30
```
Forces are in eV/Å.

Properties
Highest occupied orbital energy in eV: -8.89
Spin multiplicity: 1
Relative energy (zero: lowest compared OMol25 entry of this formula, charge and spin) in kcal/mol: 71.3